[1]
ORCA calculation (ωB97M-V/def2-TZVPD) on a structure of composition C52H52N4NiO6PSe2 at a distorted geometry.

```
118
Properties=species:S:1:pos:R:3
Se -0.7818 1.5997 0.9005
Se -3.2926 0.5575 -0.7043
Ni -0.7323 -0.8008 -0.2024
P 2.3703 -0.0619 -1.7263
O 1.8015 -3.7562 1.6312
O 0.6873 -2.0500 6.4014
O 1.2834 -0.6693 -0.9178
O -4.3755 -1.8235 3.4670
O -3.8072 2.8487 1.6660
O -1.7567 4.7860 -2.2941
N -0.0407 -0.7533 3.9817
N -1.9520 -0.9822 2.7115
N 0.1176 -1.2160 1.6853
N -1.0748 -1.2389 -2.0672
C 0.6484 -3.9858 0.8218
C -2.9380 0.1323 -4.6607
C -1.6448 0.5666 5.2538
C 1.9342 4.4697 -2.1125
C -3.9278 -2.1869 2.1972
C -2.7003 -1.6997 1.7487
C 4.2186 -1.3079 2.6965
C -0.6037 -0.9536 2.7402
C 3.4500 -0.9543 -5.5573
C -0.2777 -1.0800 6.3642
C -0.6778 -0.4356 5.1845
C -0.5856 0.3964 -5.1425
C -2.8499 2.2831 -1.5283
C 3.5291 -0.1079 2.6207
C 3.3609 -0.3328 -4.3237
C -2.7763 4.7559 -1.2999
C -0.8293 -0.6939 7.5771
C 1.8058 -2.0240 -3.5867
C -2.7508 3.4348 -0.5177
C -2.2259 -1.9334 0.4567
C -4.1952 -3.3626 0.1476
C -3.0045 -2.8096 -0.3103
C 2.2020 -0.1154 2.2300
C 2.7171 -2.1095 -5.8087
C 5.0126 0.6501 -0.9378
C -2.2132 0.9193 6.4662
C 1.9155 -2.6553 -4.8161
C 5.7343 -2.0233 -0.6894
C -4.6852 -3.0233 1.3992
C -1.4313 3.3647 0.2745
C 1.7291 3.6969 -3.2449
C 2.2159 1.7178 -1.9754
C -0.9016 0.9460 -6.3700
C 2.3670 2.4936 -0.8244
C 4.4251 -1.6843 -0.9766
C -2.2292 1.0809 -6.7570
C 1.8690 2.3195 -3.1790
C 6.6857 -1.0274 -0.5148
C 3.5788 -2.4749 2.3259
C -1.3065 -0.6750 -3.0486
C -1.7981 0.2950 7.6333
C 4.0527 -0.3451 -1.0998
C -1.6005 -0.0349 -4.2775
C -3.2404 0.6805 -5.8918
C 0.5982 -3.1376 5.4799
C -5.1837 -0.6495 3.4448
C 1.5153 -1.2912 1.8965
C 2.5090 -0.8474 -3.3466
C -3.9840 3.4751 0.4179
C 2.2463 3.8706 -0.9006
C 2.2464 -2.4964 1.9065
C 6.3202 0.3061 -0.6297
H 0.9578 -0.8723 4.0158
H 1.3709 -3.5708 -5.0093
H 0.5741 -3.2743 0.0044
H -4.8318 3.0243 -0.1182
H 3.6710 -2.4515 -1.1131
H 2.3580 4.4710 -0.0071
H 4.0110 0.8240 2.8915
H -0.1055 1.2722 -7.0278
H -5.8425 -0.6484 2.5739
H 7.0603 1.0850 -0.4932
H -4.5731 0.2591 3.4116
H -1.9001 2.1765 -2.0569
H -0.4002 -3.2290 5.0510
H -3.5103 1.9396 1.4655
H -3.7653 4.8518 -1.7714
H 7.7148 -1.2897 -0.3029
H -2.6484 5.5935 -0.5984
H -5.6313 -3.4028 1.7670
H -2.4252 -0.8813 3.5951
H -3.7192 -0.1599 -3.9696
H 0.8217 -4.0450 6.0424
H 5.2511 -1.3365 3.0215
H 0.7653 -4.9927 0.4178
H -0.4862 -1.1888 8.4768
H -0.6424 3.7789 -0.3476
H -1.5200 3.9663 1.1804
H -1.8968 5.5597 -2.8437
H -3.6326 2.4848 -2.2668
H 1.7123 1.7179 -4.0654
H -2.9560 1.7056 6.4992
H 1.6258 0.8047 2.1850
H -5.7807 -0.6555 4.3572
H -2.4728 1.5036 -7.7234
H 1.1545 -2.4128 -2.8124
H -4.2404 4.5194 0.6359
H 1.4401 4.1654 -4.1767
H -4.7662 -4.0358 -0.4855
H 4.0898 -3.4303 2.3606
H 6.0183 -3.0650 -0.6046
H -0.2680 -3.9379 1.4075
H 0.4464 0.2874 -4.8437
H -4.2753 0.8065 -6.1837
H -1.9002 1.1048 4.3469
H 3.9421 0.5566 -4.1082
H 1.3306 -3.0379 4.6767
H 2.5861 2.0018 0.1140
H 1.8176 5.5445 -2.1662
H 2.7772 -2.5832 -6.7805
H 4.7377 1.6896 -1.0533
H -2.2291 0.5737 8.5864
H -2.6836 -3.0576 -1.3188
H 4.0964 -0.5451 -6.3237
```

For the relative energy (zero: lowest compared OMol25 entry of this formula, charge and spin), the calculation gives 0.864 eV. Its expectation value of S² is 2.04. The calculation puts the total energy at -254038.1093 eV. The value obtained for the HOMO-LUMO gap (spin up / spin down) is 4.37 / 4.35 eV. The charge is -1. Its HOMO energy (spin up / spin down) is -2.248 / -2.227 eV. Its multiplicity is 3. Its maximum force is 2.0 eV Å⁻¹.


[2]
ORCA calculation (ωB97M-V/def2-TZVPD) on a structure of composition C52H54CaClF3I2N4 at a distorted geometry.

```
117
Properties=species:S:1:pos:R:3
I 5.2608 -3.7818 1.0889
I 1.7390 -2.1022 2.2943
Ca 0.7720 -0.0756 -0.2438
Cl -2.4384 -6.3046 6.2558
F 0.8608 8.2559 5.1597
F -1.3170 7.8978 5.3049
F 0.0314 7.1682 6.8377
N -1.5640 -0.3618 -0.1379
N 0.3723 -2.3689 -0.8696
N 0.0008 1.7344 -1.5457
N 2.0001 -0.3220 -2.2510
C 2.0193 2.0232 -2.8734
C 1.1961 5.1261 -2.6152
C -5.4318 -2.6493 -0.0974
C 3.9473 -1.0491 -3.3006
C -1.8026 -2.7664 0.1871
C 1.4295 5.7941 4.2342
C 6.0168 -2.1509 -2.5264
C 0.9033 2.5441 -2.1953
C -1.7413 -4.9670 5.3650
C 0.1330 6.1025 4.6792
C 0.8899 2.5513 2.4108
C -0.6237 4.0623 3.6146
C 2.5458 0.7102 -2.9151
C -5.7456 1.4808 -0.2292
C -0.0846 7.3478 5.4802
C 2.7914 -1.4106 -2.4686
C 0.7223 5.2380 -4.0673
C 1.8331 -5.8864 -2.7659
C -3.6769 0.3127 0.6276
C -4.8872 1.1810 0.9490
C -0.8983 -2.6855 5.3352
C 1.9882 -5.6807 -1.2820
C 5.0654 -1.8974 -3.7229
C -3.6170 -1.0472 0.7131
C -2.2783 -1.4277 0.2423
C 2.5198 -2.7035 -1.9788
C 1.4104 -3.1611 -1.2368
C -1.5312 -5.0374 3.9842
C 4.7102 1.1161 -4.4058
C -0.1427 -1.5503 3.2497
C 1.1420 -4.5376 -0.8461
C 0.6751 3.7266 3.1841
C -2.0766 2.0253 -0.3185
C -0.9588 -3.9493 3.3179
C -0.9745 2.5200 -1.0116
C 0.4993 3.9486 -2.0208
C 1.6860 4.6494 3.4909
C -0.5802 -3.1863 -0.2892
C 5.6566 2.0575 -3.6008
C -0.6534 3.9342 -1.3080
C -0.9009 5.2154 4.3253
C -1.7242 -6.3511 -1.1204
C -2.3808 0.7195 0.0620
C -0.6388 -2.7552 3.9687
C 3.7670 0.2671 -3.5875
C -4.7177 -2.0271 1.0814
C -1.3792 5.1734 -0.8476
C 0.9987 1.6225 1.6039
C -2.7517 5.3993 -1.5158
C -1.4158 -3.7863 6.0128
C -0.1059 -4.5661 -0.3084
C -0.8866 -5.8066 0.0388
H -1.7380 -5.9540 3.4747
H 3.2285 -3.4925 -2.2172
H 1.8087 -4.9139 -3.2695
H 6.2762 -1.1867 -2.1072
H -3.1856 6.3022 -1.0797
H -6.2030 -3.4018 0.1548
H -4.7516 -3.1268 -0.8076
H -0.6039 -1.8219 5.9396
H -3.4292 4.5469 -1.4537
H -2.3644 -7.1857 -0.8389
H -5.9842 -1.9057 -0.6665
H 2.5934 -6.5013 -3.2067
H -1.4980 5.1023 0.2509
H -6.2802 0.6129 -0.6152
H 6.9281 -2.6266 -2.9215
H -0.7630 -1.1878 2.4595
H 1.1951 6.0452 -4.6342
H 1.6881 -6.5872 -0.7501
H 2.2615 6.4091 4.4605
H 2.6333 2.7181 -3.4262
H -2.3334 -5.5599 -1.5389
H -2.8148 2.7899 -0.1400
H 4.0879 1.7023 -5.1074
H -0.3516 5.4208 -4.0925
H 2.2421 4.9818 -2.5407
H -0.1703 -6.5587 0.4003
H -1.1426 -6.7208 -1.9583
H -1.3792 3.3287 3.4176
H -4.2854 -2.8046 1.7047
H 2.7010 4.4734 3.1638
H 0.9713 6.0594 -2.0491
H 4.7013 -2.8690 -4.0926
H -5.1386 1.8484 -1.0229
H -1.9310 5.3797 4.6288
H -1.5760 -3.7568 7.0878
H 0.8867 4.2972 -4.5758
H 5.6516 -1.4840 -4.5524
H -4.5918 2.0827 1.4265
H 5.5529 -2.7392 -1.7071
H 6.3544 1.4315 -3.0127
H 6.2320 2.7079 -4.2502
H -0.7127 -4.0247 2.2830
H 0.0836 -0.7386 3.9475
H 5.0741 2.6645 -2.9139
H -6.5044 2.2384 -0.0674
H 3.0310 -5.5119 -1.0379
H 5.3692 0.5029 -5.0446
H -5.4530 0.6615 1.7134
H 0.8251 -6.3463 -2.9692
H -0.7465 6.0504 -1.1089
H -2.6356 5.6070 -2.5814
H -2.4712 -3.5235 0.6388
H -1.5395 -5.5018 0.8997
H -5.4562 -1.4857 1.7095
```

For the relative energy (zero: lowest compared OMol25 entry of this formula, charge and spin), the calculation gives 0.000 eV. The calculation puts the total energy at -116081.8865 eV. The value obtained for the HOMO-LUMO gap is 5.58 eV. The charge is -2. Its HOMO energy is -1.936 eV. Its maximum force is 1.9 eV Å⁻¹.


[3]
ORCA calculation (ωB97M-V/def2-TZVPD) on a structure of composition C52H55BeN10O at a distorted geometry.

```
119
Properties=species:S:1:pos:R:3
O -0.4671 -0.3994 0.6792
N 2.3289 0.5972 -5.3474
N 3.4002 -4.7304 -3.1878
N -2.5681 -2.1909 -1.0627
N -3.6851 0.5436 -0.9612
N 3.1829 3.0360 6.3232
N 5.3815 0.5012 1.2454
N -2.1962 -2.9722 1.7923
N -0.2320 3.5989 -2.9574
N -2.1340 -0.6414 3.6293
N -2.9913 1.5433 1.8541
C -4.1212 2.2397 1.6968
C 4.3116 2.3330 6.1297
C -1.1140 -3.6017 1.3254
C -1.8669 3.6457 2.2923
C -4.1638 3.6218 1.6225
C 0.9596 6.0668 -3.2974
C 0.8241 5.2400 -4.3967
C -3.5605 2.1586 -2.7488
C 0.5356 0.3355 0.0802
C -3.0327 1.4619 -1.6858
C 4.4472 1.3628 5.1572
C -1.4811 -5.5289 2.6886
C -0.2796 -0.3222 -5.2676
C -1.3454 -2.8258 -3.0083
C -1.6155 -1.9804 -1.9532
C -3.0690 -0.2973 4.5321
C -5.5082 0.7735 -2.4967
C 6.4011 -0.2343 1.6971
C 2.4020 -2.2358 -2.6228
C 3.8908 -3.6594 -3.8237
C -1.3794 0.6465 5.9070
C -2.0730 -4.0007 -3.1368
C -0.4302 0.0715 5.0971
C 2.5108 -4.5680 -2.2093
C 0.5401 5.6526 -2.0424
C -4.8979 0.1860 -1.3989
C -3.0058 -3.6846 2.5818
C -0.7035 -4.8489 1.7528
C -2.7234 0.3772 5.6975
C -2.9261 -4.3443 -2.0970
C 0.2610 4.0040 -4.1165
C 3.4213 1.1546 4.2422
C -0.8443 -0.6078 3.9647
C -4.8233 1.7625 -3.1862
C 5.4220 -2.2091 0.8316
C -2.6558 -4.9207 3.1063
C -1.9384 2.2688 2.2543
C 0.5044 -0.5402 -6.3873
C 6.5021 -1.6009 1.4528
C 0.2487 0.3529 -4.1752
C 1.8262 -0.0689 -6.3674
C 3.3142 -2.4017 -3.6453
C -3.1960 -3.3924 -1.1274
C 1.0829 1.6067 0.7675
C 4.3475 -1.4661 0.3933
C 2.1973 2.7998 5.4542
C 2.0395 -3.3108 -1.8523
C 0.0101 4.3753 -1.8822
C 4.3774 -0.0946 0.6034
C -3.0268 4.3369 1.9567
C 1.5182 0.8778 -4.3195
C 2.2483 1.8742 4.4170
Be -2.7322 -0.7444 1.0669
H 7.3231 -2.2066 1.8091
H 1.8988 1.9295 0.1204
H 0.6428 6.2705 -1.1607
H -3.2540 -5.3244 3.9112
H -0.5638 -3.0719 0.5568
H 1.4748 1.3333 1.7460
H 1.8835 1.6147 -3.6135
H -5.3187 2.1379 -4.0723
H -0.5729 -2.6054 -3.7309
H -1.0990 1.2137 6.7859
H -1.2023 -6.5208 3.0158
H -5.0613 4.1266 1.2955
H 5.1920 0.5919 5.3148
H 3.4597 -1.9288 -0.0132
H -2.9755 2.8593 -3.3264
H 5.0569 2.5750 6.8774
H -1.8692 -4.6045 -4.0106
H -0.4052 3.9699 -0.9683
H 5.3424 -3.2793 0.6802
H 0.6157 0.0031 5.3595
H 1.2644 -3.1513 -1.1113
H 7.1685 0.3565 2.1822
H -6.5312 0.5105 -2.7254
H -5.5226 -0.4365 -0.7674
H 2.4431 -0.3260 -7.2220
H -1.0978 -1.0285 -1.8916
H -1.0028 4.2079 2.6141
H 0.2342 -5.2478 1.3934
H 1.3597 7.0670 -3.4126
H -0.1700 -0.8462 3.1462
H 1.3480 -0.3870 -0.1333
H 1.4029 1.6258 3.7922
H 3.5878 0.5927 0.3297
H -4.0828 -0.4846 4.2027
H 4.7507 -3.7990 -4.4655
H -1.0423 1.7213 2.5222
H -2.0749 1.6640 -1.2139
H -3.5011 0.6470 6.3978
H 1.2228 3.2290 5.6649
H -0.4303 0.7656 -3.4386
H -1.3188 -0.5872 -5.4300
H 2.0641 -1.2778 -2.2436
H 3.5499 0.4076 3.4695
H 3.5336 -1.5463 -4.2716
H -3.8016 -3.5061 -0.2379
H 2.0806 -5.4683 -1.7861
H 0.2543 2.3107 0.8202
H -3.8813 -3.1815 2.9739
H 0.0214 3.3671 -4.9653
H -3.5284 -5.2410 -2.0384
H -3.1318 5.4139 1.9228
H 1.1686 5.3956 -5.4076
H 0.2712 0.5979 -0.9669
H -5.0171 1.6883 1.4338
H 0.1913 -1.1198 -7.2446
```

The calculation puts the total energy at -72156.4737 eV. The value obtained for the HOMO-LUMO gap is 6.57 eV. The charge is +1. Its HOMO energy is -10.078 eV. Its maximum force is 4.2 eV Å⁻¹.


[4]
ORCA calculation (ωB97M-V/def2-TZVPD) on a structure of composition C52H55BrN3O2P2S2Tl at a distorted geometry.

```
118
Properties=species:S:1:pos:R:3
Tl 0.0808 -0.4928 -0.2401
Br 0.1477 -7.9831 0.8647
S -0.2383 -1.4131 -5.6491
S -4.1550 -0.4893 -1.4753
P 3.1353 -1.0599 1.0608
P -1.0391 3.7207 0.8281
O -2.8221 -1.0733 -1.0294
O 0.2040 -0.6753 3.5893
N 0.1607 -0.5271 -3.1494
N -1.2085 -3.4848 0.2197
N -1.7732 -1.8885 -3.3909
C -5.9623 -4.1547 -0.9065
C 0.1947 5.2233 -1.4106
C 0.3713 3.8516 2.0577
C 3.7369 1.2550 -0.2150
C 2.7402 -0.8491 3.8587
C 1.2142 -0.5530 -5.2533
C -3.5058 4.7377 1.2140
C -4.6209 -0.4569 1.2034
C -6.6460 0.4480 2.2346
C -6.1980 0.8633 -0.1176
C 2.3586 0.5980 -3.4545
C 4.3044 0.1068 0.2521
C 5.6195 -0.2467 -0.0002
C 4.5679 -5.2876 -0.3612
C -1.3483 -4.1046 1.3959
C 4.6344 -0.9038 5.3936
C 3.3989 0.7887 -4.3269
C -0.6218 -4.2384 -0.7553
C 1.2373 -0.1385 -3.9007
C -1.1159 3.1215 -1.8460
C -0.1539 3.5473 3.4512
C 6.3718 0.5839 -0.8588
C 4.4109 -5.0516 0.9935
C 5.8380 1.8207 -1.2704
C 4.3365 -4.2408 -1.2688
C 3.6951 -2.7837 0.5135
C -0.7066 -1.1952 -3.8948
C -1.5890 6.3450 1.9010
C -0.0795 -5.5032 -0.5878
C 2.3303 -0.4785 -6.1161
C -5.4157 -0.2312 2.3304
C 4.5040 2.1265 -0.9521
C -7.1903 -3.9650 -1.5565
C -0.2980 -6.1603 0.6409
C 1.2500 5.0940 2.0916
C -5.2483 -1.9647 -1.5738
C -7.0182 0.9729 1.0024
C -0.9643 -5.4163 1.6337
C 3.8862 -3.0043 -0.8854
C -4.9897 0.1308 0.0061
C -0.1947 3.8798 -0.9006
C 3.4470 0.1940 -5.6083
C 3.2571 -0.7629 5.1770
C -7.4252 -2.7938 -2.1960
C 4.0250 -3.7932 1.4291
C -2.0296 5.2565 0.9655
C 5.4941 -1.1954 4.3403
C -4.9712 -3.1560 -0.9338
C 5.0391 -1.2772 3.0706
C 3.6768 -1.0862 2.7880
C 1.3932 -0.6385 3.5905
C -6.4334 -1.8059 -2.2440
H -2.4244 -2.3611 -4.0274
H 7.3451 0.2947 -1.2006
H -1.0923 -5.8214 2.6382
H 4.5870 -4.4186 -2.3211
H 0.6646 3.5503 4.1738
H 3.6037 -2.2707 -1.6524
H -3.6369 4.5300 2.2537
H -4.0473 -3.3213 -0.3602
H 4.1010 3.0271 -1.4156
H 3.9044 -3.5969 2.5150
H -7.9612 1.5086 0.8945
H -4.9972 -0.4581 3.3251
H -2.3513 7.1195 2.0296
H -6.4562 1.3679 -1.0731
H 4.8286 -6.2748 -0.7155
H -2.1427 3.4709 -1.8294
H -6.6248 -0.8371 -2.7169
H 4.1805 1.4472 -3.9891
H -0.7613 2.6267 3.5113
H 1.0725 5.1196 -2.0336
H -1.1384 2.0505 -1.5954
H 5.7978 -1.3773 2.2658
H 6.4515 2.5497 -1.7754
H -5.7084 -5.0892 -0.3890
H -4.2443 5.4688 0.9191
H 4.9537 -0.8085 6.4242
H 6.5565 -1.3154 4.4968
H -2.1140 -1.6733 -2.4519
H -1.3900 6.0098 2.9281
H -3.6985 3.7912 0.7262
H -3.6638 -0.9768 1.3114
H 0.4941 5.9329 -0.6525
H 1.2990 5.5088 1.0884
H 2.2331 -0.8648 -7.1679
H 4.3810 0.3848 -6.1848
H 4.6267 -5.8205 1.7367
H -0.6042 6.8653 1.6083
H -7.2699 0.5697 3.0948
H 2.2720 4.7562 2.3158
H 0.6567 3.2630 -0.6834
H -7.8743 -4.7871 -1.5445
H -1.6576 -3.4317 2.2212
H 6.0812 -1.1795 0.3086
H -0.5895 5.7364 -2.0155
H 0.9841 2.9280 1.7485
H -0.6275 -3.7957 -1.7744
H 2.7080 1.4847 0.0768
H -2.0386 5.6736 -0.0551
H -0.7588 4.3815 3.7910
H 0.9396 5.8821 2.7658
H 2.3706 1.0175 -2.4440
H 2.6216 -0.4965 5.9941
H -8.4625 -2.6513 -2.5644
H -0.8109 3.2138 -2.8964
H 0.3332 -6.0448 -1.4024
```

For the relative energy (zero: lowest compared OMol25 entry of this formula, charge and spin), the calculation gives 1.853 eV. The calculation puts the total energy at -178360.5367 eV. The value obtained for the HOMO-LUMO gap (spin up / spin down) is 3.31 / 3.31 eV. Its HOMO energy (spin up / spin down) is -3.537 / -3.535 eV. Its maximum force is 4.0 eV Å⁻¹.